DFT (ωB97M-V with the def2-TZVPD basis set) results for the molecule C2H6N4S.

The SMILES is [H]/N=C(NS)/C(N)=N\[H]. The multiplicity is 1.

```
13
C2H6N4S, DFT ωB97M-V with the def2-TZVPD basis set
C 1.367 -0.703 0.729
C 0.166 -0.393 -0.155
H 1.881 -1.891 -0.597
H 3.058 -1.966 0.847
H 0.117 0.117 2.178
H -1.114 -1.027 -1.763
H 0.161 1.547 0.516
H -2.651 1.416 0.408
N 2.326 -1.583 0.230
N 1.047 -0.374 1.949
N -0.201 -1.260 -1.209
N -0.459 0.854 0.079
S -1.852 1.557 -0.774
```

These are the Löwdin partial charges, in e, on atoms 1 to 5: number 1, C, carries -0.44; number 2, C, carries -0.38; number 3, H, carries 0.05; number 4, H, carries 0.12; number 5, H, carries 0.08

DFT (ωB97M-V with the def2-TZVPD basis set) results for a cluster of 2 separate species, C2H7NO2S in total.

The SMILES is NC(=O)CS.O. The multiplicity is 1.

```
13
C2H7NO2S, DFT ωB97M-V with the def2-TZVPD basis set
O -1.249 0.771 -0.374
S 1.719 -0.879 0.570
C -0.112 0.712 -0.688
N 0.224 0.776 -1.927
C 0.995 0.734 0.361
H 2.957 -0.399 0.323
H 1.204 0.794 -2.221
H -0.519 0.931 -2.614
H 1.901 1.339 0.165
H 0.567 1.072 1.325
O -2.365 -2.293 1.758
H -3.104 -2.136 1.128
H -2.220 -1.422 2.193
```

These are the Löwdin partial charges, in e, on atoms 1 to 5: number 1, O, carries 0.07; number 2, S, carries 0.73; number 3, C, carries -0.73; number 4, N, carries 0.16; number 5, C, carries -0.50

DFT (ωB97M-V with the def2-TZVPD basis set) results for a cluster of 3 separate species, C2H5INO in total.

The total charge is -1. The multiplicity is 1.

```
10
C2H5INO, DFT ωB97M-V with the def2-TZVPD basis set
C -0.459 0.752 0.242
C 0.800 0.052 0.227
N 1.854 -0.205 0.650
O 2.952 -0.703 0.858
I -3.627 -0.414 0.685
H -1.225 0.061 -0.057
H -0.780 1.168 1.299
H -0.401 1.570 -0.356
H 0.224 -0.838 -1.867
H 0.661 -1.442 -1.680
```

These are the Löwdin partial charges, in e, on atoms 1 to 5: number 1, C, carries -0.18; number 2, C, carries -0.12; number 3, N, carries -0.14; number 4, O, carries -0.08; number 5, I, carries -0.61

DFT (ωB97M-V with the def2-TZVPD basis set) results for a structure of composition C48H28AsN7S4Tc.

The total charge is +1. The multiplicity is 1.

```
89
C48H28AsN7S4Tc, DFT ωB97M-V with the def2-TZVPD basis set
Tc 0.036 0.034 -0.309
C 5.287 -5.342 1.534
C 4.310 -5.506 0.559
C 3.361 -4.517 0.355
C 3.386 -3.345 1.114
C 4.380 -3.182 2.076
C 5.320 -4.179 2.290
C 2.371 -2.285 0.886
C 1.029 -2.596 1.045
C 0.552 -3.820 1.602
C -0.791 -3.817 1.475
C -1.153 -2.595 0.834
N -0.030 -1.811 0.638
C -2.461 -2.253 0.510
C -2.806 -0.976 0.111
C -4.127 -0.539 -0.188
C -4.111 0.815 -0.175
C -2.773 1.219 0.100
C -2.376 2.525 0.339
C -3.422 3.582 0.416
C -4.341 3.580 1.461
C -5.327 4.555 1.523
C -5.409 5.527 0.534
C -4.496 5.528 -0.513
C -3.501 4.562 -0.569
C -1.056 2.867 0.513
N 0.031 2.021 0.314
C 1.136 2.857 0.382
C 2.469 2.488 0.201
C 3.487 3.558 0.041
C 4.599 3.640 0.878
C 5.540 4.644 0.706
C 5.385 5.577 -0.310
C 4.279 5.508 -1.147
C 3.335 4.509 -0.972
C 2.852 1.157 0.254
C 4.188 0.686 0.132
C 4.155 -0.655 0.314
C 2.796 -1.015 0.549
N 1.980 0.102 0.436
C 0.736 4.187 0.713
C -0.611 4.190 0.805
N -1.949 0.116 0.171
C -3.534 -3.255 0.746
C -4.593 -2.956 1.608
C -5.573 -3.899 1.872
C -5.513 -5.151 1.272
C -4.464 -5.456 0.417
C -3.473 -4.520 0.168
H 6.020 -6.120 1.705
H 4.287 -6.404 -0.045
H 2.613 -4.635 -0.421
H 4.403 -2.282 2.680
H 6.079 -4.045 3.050
H 1.171 -4.569 2.070
H -1.484 -4.570 1.813
H -4.969 -1.185 -0.378
H -4.936 1.494 -0.327
H -4.276 2.821 2.234
H -6.031 4.556 2.346
H -6.186 6.280 0.577
H -4.559 6.283 -1.288
H -2.788 4.563 -1.386
H 4.706 2.943 1.702
H 6.392 4.701 1.372
H 6.123 6.357 -0.448
H 4.157 6.225 -1.950
H 2.489 4.440 -1.646
H 5.047 1.299 -0.089
H 4.980 -1.348 0.290
H 1.414 5.006 0.897
H -1.260 5.013 1.061
H -4.629 -1.992 2.102
H -6.382 -3.657 2.549
H -6.279 -5.888 1.480
H -4.415 -6.425 -0.065
H -2.670 -4.763 -0.512
S 0.959 0.930 -5.435
As 2.143 2.825 -5.791
S 1.771 0.152 -3.720
S 1.058 1.301 -2.244
S 3.241 3.177 -4.135
N -0.397 -1.061 -1.796
C -0.701 -1.760 -2.698
C -1.037 -2.641 -3.667
C -1.637 -3.890 -3.308
N -2.120 -4.906 -3.065
C -0.783 -2.387 -5.052
N -0.625 -2.198 -6.177
```

These are the Löwdin partial charges, in e, on atoms 1 to 5: number 1, Tc, carries 1.44; number 2, C, carries -0.07; number 3, C, carries -0.06; number 4, C, carries -0.03; number 5, C, carries -0.20

| no. | highest occupied orbital energy (eV) | lowest unoccupied orbital energy (eV) | orbital gap (eV) |
| --- | --- | --- | --- |
| 1 | -9.20 | 0.391 | 9.5949 |
| 2 | -9.22 | 0.464 | 9.6833 |
| 3 | -3.73 | 3.716 | 7.4460 |
| 4 | -10.38 | -4.966 | 5.4178 |